No. 1
18
Properties=species:S:1:pos:R:3:forces:R:3:mulliken_charge:R:1 method="wB97M-V/def2-TZVPD" total_energy_ev=-17550.38971 homo_lumo_gap_ev=9.03 e_homo_ev=-8.50 smiles="C=C[C@H]1CCC(I)=CO1" spin_multiplicity=1 e_above_lowest_kcal_mol=59.06
C 1.061 -1.543 1.846 -4.21 0.52 1.35 -0.89
C 1.232 -0.534 1.030 -1.10 0.86 1.57 -0.28
C 0.255 0.636 0.851 0.26 1.31 -1.68 0.38
C 0.515 1.238 -0.548 -1.17 -1.22 0.24 -1.15
C 0.006 0.325 -1.702 1.38 -3.46 4.47 -0.43
C -1.401 -0.126 -1.340 0.21 0.11 0.26 -0.19
I -2.698 -0.984 -2.817 0.68 0.51 0.69 0.04
C -1.824 -0.052 -0.077 0.27 -0.04 0.66 -0.29
O -1.107 0.365 1.034 -0.70 -0.98 -0.63 -0.42
H 0.135 -1.742 2.463 0.62 0.65 -1.10 0.20
H 1.723 -2.270 2.075 2.66 -1.97 0.17 0.36
H 2.245 -0.453 0.756 0.98 0.67 -1.25 0.33
H 0.372 1.517 1.495 0.80 -0.68 0.55 0.31
H 0.004 2.139 -0.782 -0.57 1.24 0.78 0.42
H 1.546 1.466 -0.437 1.22 0.04 -1.07 0.42
H 0.020 0.933 -2.500 0.28 1.28 -3.48 0.48
H 0.707 -0.599 -1.652 -1.11 1.39 -1.11 0.26
H -2.791 -0.313 0.304 -0.49 -0.24 -0.41 0.44

No. 2
42
Properties=species:S:1:pos:R:3:forces:R:3:mulliken_charge:R:1 method="wB97M-V/def2-TZVPD" total_energy_ev=-99120.97337 homo_lumo_gap_ev=8.68 e_homo_ev=-8.50 smiles="CCOc1cc([C@@H]2NC(=O)CC[C@H]2[N+](=O)[O-])cc(Br)c1OCC" spin_multiplicity=1 e_above_lowest_kcal_mol=101.62
C -1.080 -3.266 1.809 -0.13 0.22 -0.33 -1.06
C -1.454 -2.983 0.358 0.17 -0.35 0.17 -0.52
O -2.138 -1.753 0.198 -0.07 0.35 0.01 -0.50
C -1.448 -0.580 0.145 -0.11 0.13 -0.06 1.24
C -0.067 -0.486 0.263 0.01 -0.02 0.02 -0.23
C 0.603 0.728 0.172 -0.08 0.00 0.18 -0.22
C 2.108 0.752 0.232 -0.06 -0.42 -0.33 -0.66
N 2.611 1.870 0.979 -0.45 0.21 -0.03 -0.11
C 3.931 2.179 1.012 0.24 -0.27 -0.08 0.38
O 4.364 3.137 1.607 0.24 0.35 0.18 -0.66
C 4.768 1.181 0.237 0.07 0.16 -0.04 -0.59
C 4.220 0.963 -1.179 0.13 -0.13 -0.08 -0.92
C 2.693 0.833 -1.210 0.29 0.62 0.60 0.23
N 2.266 -0.405 -1.890 -0.16 0.19 -0.30 1.01
O 2.814 -1.432 -1.563 0.24 -0.65 0.20 -0.62
O 1.362 -0.318 -2.684 -0.33 -0.05 -0.38 -0.61
C -0.119 1.889 -0.044 0.00 -0.17 0.05 -0.75
C -1.493 1.803 -0.142 -0.25 0.05 -0.04 -0.81
Br -2.512 3.374 -0.421 0.21 0.10 0.00 -0.16
C -2.196 0.601 -0.055 0.20 0.12 0.01 0.40
O -3.531 0.732 -0.176 0.13 -0.03 0.05 -0.37
C -4.424 -0.369 -0.185 -0.57 -0.45 -0.02 -0.19
C -5.818 0.204 -0.385 0.47 -0.01 0.05 -1.41
H -1.974 -3.268 2.427 -0.06 -0.02 0.07 0.34
H -0.398 -2.513 2.198 0.07 0.02 0.06 0.29
H -0.604 -4.240 1.877 0.07 -0.11 0.04 0.38
H -2.174 -3.730 0.012 0.16 0.07 -0.01 0.41
H -0.576 -3.026 -0.297 -0.10 0.02 -0.01 0.37
H 0.516 -1.380 0.419 0.04 -0.13 0.04 0.45
H 2.473 -0.190 0.672 -0.15 0.13 -0.14 0.54
H 1.961 2.480 1.451 0.09 -0.01 0.05 0.29
H 4.760 0.238 0.789 0.01 -0.03 0.00 0.34
H 5.795 1.540 0.193 -0.08 0.00 0.10 0.35
H 4.667 0.053 -1.585 -0.04 0.15 -0.03 0.34
H 4.520 1.800 -1.810 -0.03 -0.04 -0.01 0.28
H 2.215 1.662 -1.739 0.03 -0.25 0.08 0.53
H 0.364 2.848 -0.145 0.04 0.12 -0.02 0.54
H -4.169 -1.055 -0.999 -0.02 0.07 0.15 0.33
H -4.364 -0.911 0.766 0.01 0.05 -0.18 0.29
H -6.057 0.893 0.420 -0.07 0.05 0.08 0.32
H -6.548 -0.600 -0.398 -0.10 -0.08 0.00 0.43
H -5.866 0.746 -1.326 -0.05 0.04 -0.10 0.32